111
Properties=species:S:1:pos:R:3 method="wB97M-V/def2-TZVPD" gap_ev=5.3 total_charge=+2 lumo_ha=-0.2363 relative_energy_ev=0.0000
La -0.277 -0.169 0.488
C -2.571 -1.587 -3.566
C -1.467 -2.499 -3.038
C -0.112 -2.115 -3.631
P -1.367 -2.376 -1.209
C -2.962 -3.026 -0.504
C -3.638 -4.211 -1.192
C -2.794 -3.309 0.985
C -0.052 -3.501 -0.663
C -0.271 -4.883 -0.714
C 0.655 -5.783 -0.228
C 1.827 -5.295 0.339
C 2.080 -3.942 0.368
C 1.176 -3.006 -0.171
N 1.468 -1.623 -0.152
C 2.822 -1.283 -0.345
C 3.609 -2.040 -1.232
C 4.946 -1.779 -1.425
C 5.565 -0.739 -0.738
C 4.796 0.066 0.077
C 3.426 -0.159 0.274
P 2.382 1.172 0.942
C 2.984 1.915 2.528
C 2.096 1.506 3.699
C 4.453 1.714 2.880
C 2.543 2.506 -0.342
C 3.848 3.300 -0.319
C 2.313 1.911 -1.727
H -2.630 -1.662 -4.651
H -2.351 -0.546 -3.314
H -3.553 -1.825 -3.164
H -1.683 -3.543 -3.294
H 0.148 -1.085 -3.371
H -0.144 -2.183 -4.718
H 0.686 -2.764 -3.272
H -3.635 -2.163 -0.610
H -3.094 -5.142 -1.037
H -3.762 -4.069 -2.265
H -4.632 -4.355 -0.766
H -2.206 -4.211 1.151
H -3.771 -3.451 1.449
H -2.290 -2.496 1.520
H -1.189 -5.258 -1.147
H 0.467 -6.845 -0.280
H 2.552 -5.980 0.757
H 3.010 -3.589 0.790
H 3.152 -2.860 -1.766
H 5.511 -2.387 -2.117
H 6.618 -0.542 -0.864
H 5.266 0.906 0.571
H 2.820 2.989 2.346
H 2.297 0.483 4.010
H 1.030 1.587 3.465
H 2.292 2.155 4.552
H 4.719 0.656 2.889
H 4.641 2.112 3.877
H 5.122 2.228 2.190
H 1.719 3.198 -0.119
H 4.697 2.670 -0.583
H 4.047 3.766 0.647
H 3.799 4.098 -1.061
H 3.133 1.249 -2.007
H 2.263 2.717 -2.461
H 1.383 1.336 -1.807
C 2.497 -2.614 5.298
C 2.638 -2.398 3.937
C 1.583 -1.861 3.210
C 0.403 -1.548 3.868
C 0.245 -1.759 5.238
C 1.305 -2.298 5.946
N -0.633 -0.951 3.083
N -1.689 -0.688 3.719
C -2.752 -0.093 2.965
C -3.885 0.203 3.714
C -4.982 0.720 3.039
C -4.897 0.908 1.666
C -3.714 0.595 1.008
N -2.646 0.106 1.643
H 3.316 -3.027 5.870
H 3.563 -2.643 3.436
H 1.695 -1.690 2.147
H -0.677 -1.503 5.736
H 1.207 -2.476 7.007
H -3.895 0.015 4.776
H -5.889 0.958 3.575
H -5.732 1.290 1.098
H -3.628 0.725 -0.066
O -1.020 1.610 -1.025
S -1.803 2.932 -0.918
C -3.081 2.805 -2.142
C -2.891 2.144 -3.352
C -3.935 2.099 -4.258
C -5.144 2.714 -3.961
C -5.325 3.368 -2.753
C -4.290 3.411 -1.829
C -0.721 4.197 -1.516
C -0.629 5.331 -0.724
C 0.195 6.372 -1.133
C 0.915 6.257 -2.310
C 0.825 5.110 -3.090
C 0.000 4.073 -2.701
H -1.949 1.661 -3.568
H -3.808 1.588 -5.202
H -5.951 2.681 -4.679
H -6.267 3.845 -2.529
H -4.420 3.920 -0.884
H -1.188 5.400 0.199
H 0.270 7.268 -0.534
H 1.554 7.069 -2.626
H 1.396 5.038 -4.004
H -0.078 3.178 -3.298

90
Properties=species:S:1:pos:R:3 method="wB97M-V/def2-TZVPD" gap_ev=8.4 lumo_ha=0.0003
N -5.272 1.838 4.231
B -4.084 1.828 3.475
O -2.888 1.419 4.121
Si -3.944 2.379 1.518
H -5.147 1.558 5.198
H -6.109 1.412 3.864
H -2.380 2.225 4.297
H -3.766 1.167 0.684
H -5.105 3.156 1.028
H -2.711 3.193 1.367
C 2.311 0.039 4.110
C 1.771 -0.258 5.391
C 0.468 0.164 5.391
N 0.201 0.705 4.161
C 1.318 0.629 3.376
H 3.314 -0.159 3.770
H 2.289 -0.726 6.212
H -0.289 0.133 6.158
H -0.682 1.093 3.880
H 1.308 1.000 2.366
C 2.760 0.235 -1.672
C 2.828 1.473 -2.368
C 2.678 2.473 -1.445
N 2.520 1.887 -0.220
C 2.570 0.525 -0.348
H 2.843 -0.753 -2.093
H 2.976 1.628 -3.423
H 2.672 3.544 -1.558
H 2.392 2.385 0.641
H 2.469 -0.122 0.507
C -3.676 0.916 8.960
C -3.268 0.329 10.190
C -2.327 -0.621 9.900
N -2.155 -0.635 8.540
C -2.968 0.302 7.963
H -4.402 1.701 8.828
H -3.622 0.580 11.176
H -1.774 -1.274 10.553
H -1.535 -1.231 8.024
H -2.972 0.446 6.895
C 2.663 -3.381 9.498
C 2.132 -3.692 10.781
C 0.824 -3.286 10.793
N 0.547 -2.744 9.568
C 1.660 -2.797 8.773
H 3.666 -3.566 9.151
H 2.652 -4.159 11.600
H 0.075 -3.337 11.564
H -0.332 -2.357 9.292
H 1.633 -2.421 7.765
C 2.754 2.549 -8.229
C 3.806 3.171 -7.502
C 3.875 2.559 -6.280
N 2.906 1.595 -6.239
C 2.218 1.580 -7.420
H 2.433 2.797 -9.228
H 4.437 3.975 -7.841
H 4.528 2.726 -5.441
H 2.725 0.987 -5.461
H 1.409 0.886 -7.575
C 1.565 2.754 -13.493
C 2.760 2.009 -13.693
C 2.954 1.240 -12.578
N 1.925 1.492 -11.714
C 1.073 2.413 -12.262
H 1.120 3.459 -14.175
H 3.402 2.036 -14.558
H 3.732 0.539 -12.327
H 1.819 1.069 -10.811
H 0.195 2.746 -11.735
C -1.237 -2.653 -10.341
C -0.558 -2.953 -9.127
C 0.043 -1.800 -8.700
N -0.247 -0.818 -9.609
C -1.026 -1.328 -10.612
H -1.813 -3.334 -10.946
H -0.517 -3.906 -8.628
H 0.649 -1.600 -7.834
H 0.059 0.134 -9.544
H -1.360 -0.710 -11.428
C -4.114 -3.200 4.368
C -2.974 -4.035 4.205
C -1.873 -3.220 4.162
N -2.303 -1.929 4.294
C -3.665 -1.907 4.421
H -5.142 -3.514 4.441
H -2.964 -5.109 4.126
H -0.827 -3.448 4.049
H -1.709 -1.119 4.291
H -4.191 -0.976 4.542

28
Properties=species:S:1:pos:R:3 method="wB97M-V/def2-TZVPD" gap_ev=11.6 lumo_ha=0.0165 relative_energy_ev=0.8854
C -15.350 9.880 4.904
C -16.542 9.513 5.785
O -17.037 8.203 5.603
C -18.160 8.083 4.838
O -18.597 8.967 4.082
C -18.845 6.692 4.873
F -19.399 6.468 3.661
F -17.947 5.761 5.218
F -19.801 6.656 5.791
H -15.582 9.994 3.846
H -14.540 9.179 5.111
H -14.930 10.836 5.219
H -17.265 10.326 5.724
H -16.266 9.549 6.839
C -19.170 9.587 7.824
C -19.601 8.388 8.710
O -18.991 8.619 9.960
C -18.930 7.709 10.939
O -19.508 6.600 10.896
C -18.071 8.130 12.176
F -17.395 9.282 11.958
F -18.942 8.221 13.198
F -17.200 7.147 12.441
H -19.659 10.509 8.139
H -19.481 9.354 6.805
H -18.115 9.799 7.651
H -19.236 7.423 8.359
H -20.678 8.356 8.872

80
Properties=species:S:1:pos:R:3 method="wB97M-V/def2-TZVPD" gap_ev=6.3 total_charge=-1 lumo_ha=0.0711
N 0.245 -2.994 -2.214
In -1.060 -1.386 -2.742
S -3.309 -2.051 -1.766
H -0.312 -3.835 -2.084
H 0.850 -3.202 -3.005
H -0.547 0.120 -1.976
H -1.290 -1.282 -4.467
H -3.369 -3.275 -2.315
C 1.589 2.401 -1.689
O 1.352 3.112 -2.655
N 1.068 2.578 -0.467
C 1.373 1.689 0.635
C 0.137 3.670 -0.266
H 2.260 1.530 -1.748
H 0.469 1.207 1.009
H 1.849 2.237 1.452
H 2.053 0.909 0.297
H -0.724 3.561 -0.927
H 0.612 4.628 -0.482
H -0.202 3.655 0.768
C 0.303 1.390 -5.765
O -0.607 0.859 -6.369
N 1.365 1.959 -6.396
C 2.423 2.609 -5.651
C 1.412 1.909 -7.839
H 0.359 1.460 -4.668
H 2.504 3.666 -5.923
H 3.390 2.130 -5.838
H 2.188 2.551 -4.590
H 0.542 2.403 -8.277
H 1.414 0.877 -8.194
H 2.318 2.408 -8.180
C -3.874 -1.003 1.892
O -3.286 -0.083 2.432
N -4.824 -1.754 2.500
C -5.460 -2.837 1.777
C -5.200 -1.459 3.864
H -3.755 -1.320 0.844
H -6.533 -2.666 1.675
H -5.314 -3.791 2.290
H -5.022 -2.911 0.783
H -5.579 -0.439 3.952
H -4.343 -1.547 4.535
H -5.973 -2.159 4.176
C -7.315 -3.986 -1.255
O -7.310 -4.255 -0.069
N -7.853 -2.868 -1.781
C -7.795 -2.581 -3.197
C -8.476 -1.915 -0.883
H -6.840 -4.633 -2.011
H -7.243 -1.658 -3.385
H -8.799 -2.484 -3.618
H -7.280 -3.393 -3.707
H -7.757 -1.553 -0.148
H -9.307 -2.375 -0.346
H -8.844 -1.072 -1.465
C 4.641 0.010 2.389
O 3.542 -0.334 2.785
N 5.293 -0.589 1.370
C 6.598 -0.141 0.942
C 4.651 -1.707 0.697
H 5.200 0.850 2.832
H 6.579 0.185 -0.101
H 7.338 -0.941 1.039
H 6.913 0.695 1.565
H 3.697 -1.408 0.263
H 4.453 -2.516 1.400
H 5.307 -2.066 -0.093
C 6.845 2.433 5.554
O 6.892 1.995 4.419
N 5.877 2.143 6.444
C 5.873 2.695 7.779
C 4.803 1.247 6.041
H 7.610 3.120 5.954
H 5.916 1.903 8.530
H 4.974 3.289 7.955
H 6.742 3.339 7.907
H 5.203 0.275 5.752
H 4.265 1.649 5.182
H 4.114 1.123 6.873

16
Properties=species:S:1:pos:R:3 method="wB97M-V/def2-TZVPD" gap_ev=12.7 lumo_ha=0.0431 relative_energy_ev=0.7801
C -1.454 0.308 0.745
C -2.415 1.095 -0.199
H -1.999 -0.593 1.038
H -0.517 -0.060 0.204
H -1.280 0.735 1.721
H -3.156 0.330 -0.443
H -2.989 1.917 0.254
H -1.998 1.731 -0.983
C 1.992 0.088 -0.363
C 1.908 -1.412 -0.187
H 2.018 0.544 0.618
H 2.862 0.348 -1.009
H 1.189 0.452 -1.000
H 1.970 -1.885 -1.157
H 2.763 -1.788 0.323
H 1.106 -1.811 0.439

9
Properties=species:S:1:pos:R:3 method="wB97M-V/def2-TZVPD" gap_ev="7.8 / 8.3" lumo_ha="-0.0437 / -0.0161" relative_energy_ev=9.8492
C 1.205 -0.456 -0.860
C -0.071 -0.789 -0.798
C -0.184 0.150 0.799
C 1.156 0.572 0.262
C -1.187 -0.709 -0.022
N -0.948 -0.684 1.399
H 1.950 0.439 0.998
H 1.165 1.595 -0.118
H -3.087 -0.117 -1.661

62
Properties=species:S:1:pos:R:3 method="wB97M-V/def2-TZVPD" gap_ev=7.3 total_charge=+1 lumo_ha=-0.0998
Y 0.119 0.108 -0.249
C 0.372 3.760 0.346
C 1.862 3.675 -0.016
C 2.370 2.339 -0.576
N 2.044 1.195 0.260
C 2.704 0.902 1.386
C 3.886 1.572 1.741
C 4.688 1.539 2.871
C 4.500 0.868 4.063
C 3.440 0.023 4.340
C 2.422 -0.435 3.525
C 2.102 -0.214 2.170
N 1.158 -0.905 1.528
C 0.483 -2.053 2.126
C -0.973 -1.786 2.543
C -2.004 -1.753 1.403
N -1.932 -0.565 0.556
C -2.947 0.289 0.432
C -4.091 0.242 1.263
C -5.348 0.802 1.163
C -5.885 1.613 0.174
C -5.165 2.168 -0.862
C -3.802 2.115 -1.119
C -2.742 1.415 -0.528
N -1.463 1.631 -0.856
C -1.001 2.759 -1.647
C -0.644 3.975 -0.784
H 0.082 2.894 0.953
H 0.267 4.612 1.020
H 2.111 4.465 -0.731
H 2.434 3.892 0.890
H 1.914 2.163 -1.561
H 3.443 2.410 -0.782
H 4.240 2.259 0.985
H 5.566 2.172 2.814
H 5.222 1.036 4.851
H 3.404 -0.365 5.353
H 1.745 -1.105 4.037
H 0.481 -2.864 1.386
H 1.036 -2.455 2.975
H -1.270 -2.606 3.203
H -1.032 -0.867 3.134
H -1.831 -2.630 0.766
H -2.996 -1.901 1.826
H -3.974 -0.383 2.138
H -6.021 0.531 1.969
H -6.937 1.855 0.242
H -5.724 2.790 -1.551
H -3.501 2.757 -1.937
H -0.110 2.433 -2.204
H -1.713 3.061 -2.419
H -0.293 4.776 -1.440
H -1.574 4.332 -0.332
C -0.225 -0.033 -4.305
Te 0.799 -1.367 -2.990
C 2.747 -0.531 -3.258
H 0.048 0.997 -4.092
H -1.292 -0.169 -4.138
H 0.019 -0.284 -5.332
H 3.175 -0.905 -4.183
H 3.360 -0.835 -2.413
H 2.677 0.554 -3.285

19
Properties=species:S:1:pos:R:3 method="wB97M-V/def2-TZVPD" gap_ev=9.3 lumo_ha=0.0155 relative_energy_ev=0.1143
C -1.847 -1.778 0.235
C -2.699 -0.933 -0.304
S -2.527 0.948 -0.263
C -1.307 1.317 0.902
C 0.050 1.328 0.351
O 0.300 2.439 -0.405
N 0.778 0.318 0.503
P 2.183 0.039 -0.288
O 2.811 1.233 -0.829
O 1.989 -0.963 -1.467
S 3.481 -1.092 0.970
H -2.039 -2.755 0.307
H -0.898 -1.409 0.637
H -3.580 -1.166 -0.822
H -1.491 0.632 1.742
H -1.608 2.295 1.194
H 1.265 2.397 -0.630
H 2.365 -0.748 -2.386
H 2.774 -2.102 0.553

39
Properties=species:S:1:pos:R:3 method="wB97M-V/def2-TZVPD" gap_ev=9.1 lumo_ha=0.0240 relative_energy_ev=3.1610
C -4.185 -0.819 -2.599
C -3.683 -0.620 -1.175
C -2.593 0.460 -1.118
C -2.189 0.721 0.284
N -2.659 1.672 1.036
C -2.067 1.535 2.261
C -1.217 0.478 2.245
N -1.292 -0.066 0.977
S -0.211 -1.275 0.466
O -0.802 -1.935 -0.658
O 0.071 -2.042 1.640
C 1.248 -0.346 -0.036
C 1.064 1.025 -0.199
C 2.122 1.871 -0.487
O 2.018 3.211 -0.656
C 0.747 3.813 -0.544
C 3.402 1.316 -0.603
C 3.577 -0.036 -0.477
C 2.507 -0.914 -0.209
O 2.883 -2.205 -0.164
C 1.966 -3.282 -0.217
H -4.957 -1.584 -2.623
H -3.369 -1.135 -3.245
H -4.603 0.105 -2.992
H -3.264 -1.554 -0.800
H -4.510 -0.323 -0.527
H -1.734 0.124 -1.702
H -2.981 1.391 -1.534
H -2.301 2.210 3.059
H -0.580 0.035 2.980
H 0.073 1.428 -0.095
H 0.315 3.664 0.451
H 0.054 3.432 -1.300
H 0.913 4.875 -0.709
H 4.234 1.970 -0.807
H 4.553 -0.480 -0.585
H 1.180 -3.110 -0.953
H 1.510 -3.468 0.757
H 2.565 -4.144 -0.511

13
Properties=species:S:1:pos:R:3 method="wB97M-V/def2-TZVPD" gap_ev=7.2 lumo_ha=-0.0538 relative_energy_ev=5.5993
C -1.899 1.480 0.894
O -1.192 0.285 0.380
N 0.200 0.533 0.275
C 0.823 -0.488 -0.338
C 2.171 -0.188 -0.907
S 3.231 -1.297 -1.451
C 0.340 -1.902 -0.172
S 0.099 -2.730 -1.579
H -1.593 2.441 0.243
H -1.609 1.776 2.023
H -3.083 1.286 0.567
H 2.506 0.824 -0.977
H 0.006 -2.019 1.041

no.,largest force on an atom (eV Å⁻¹),calculated total energy (a.u.)
1,1.15,-3230.33911
2,1.08,-2129.31043
3,4.14,-1210.99561
4,0.47,-2137.12937
5,1.82,-159.55630
6,2.92,-246.62007
7,0.63,-1458.91945
8,3.87,-1575.46757
9,0.81,-1352.88632
10,3.76,-1081.58749